Density functional theory data (the ωB97M-V functional and the def2-TZVPD basis) for a cluster of 4 separate species, C37H76N5O8 in total at a distorted geometry.

The expectation value of S² is 0.75. The calculation puts the highest occupied orbital energy (alpha / beta) at -8.199 / -8.203 eV. Its multiplicity is 2. Its LUMO energy (alpha / beta) is 0.013 / -0.013 hartree. As for the charge: 0.

Atoms and positions in Å:
C: 0.376934 3.865183 6.125577
C: -0.974151 4.558379 5.424378
C: -1.811812 5.244065 6.655712
C: -0.411594 5.760612 4.465624
C: -0.026898 5.316185 2.936029
C: 1.463370 4.633630 2.930223
C: 2.274743 4.872145 1.495235
C: 2.068751 3.563643 0.489725
N: 2.845604 2.356898 0.994973
C: 2.063073 1.068932 0.868462
C: 1.757705 0.300912 2.288710
C: 0.474978 0.821308 3.197106
C: -0.002252 0.133118 4.626822
C: 0.901912 -1.124131 5.188641
C: 2.213259 -1.669542 4.365868
C: 2.620184 -0.963500 2.905001
O: 3.803019 -1.449199 2.151270
C: -1.221872 4.390108 2.303898
C: -2.334125 3.864711 3.414166
C: -3.596512 4.931778 3.618701
C: -3.032755 2.516084 2.718324
N: -1.684396 3.433736 4.708252
O: -2.541066 2.841279 5.558085
H: -0.015170 3.256477 7.048548
H: 1.153964 4.676713 6.471261
H: 0.804428 3.102779 5.343865
H: -1.220002 6.165558 7.131140
H: -1.975543 4.495413 7.568855
H: -2.825962 5.685478 6.269813
H: -1.295352 6.556451 4.369372
H: 0.468533 6.357307 5.003361
H: 0.034706 6.306364 2.279174
H: 2.103056 5.229505 3.742539
H: 1.463085 3.515099 3.277402
H: 1.954598 5.872103 0.950408
H: 3.440388 4.934613 1.716441
H: 2.513246 3.873345 -0.554094
H: 0.919171 3.371202 0.343499
H: 3.636749 2.253597 0.291119
H: 1.019251 1.193559 0.304650
H: 2.688563 0.324364 0.207714
H: -0.116826 1.747348 2.767694
H: -0.948702 0.563809 5.169131
H: 0.568534 -1.606178 6.217376
H: 2.861792 -2.554209 4.806056
H: 3.442964 -2.249371 1.628319
H: -0.824150 3.504005 1.651079
H: -1.835124 5.100478 1.565538
H: -3.163631 5.988967 3.333145
H: -4.082647 4.875698 4.681676
H: -4.436533 4.677501 2.827797
H: -2.247968 1.751098 2.308800
H: -3.772555 1.959643 3.433595
H: -3.635358 2.906840 1.765682
C: -0.654108 4.728891 -5.583790
O: -1.103955 4.401970 -4.275973
C: -2.170266 3.444174 -4.266554
C: -1.684633 2.096535 -3.710030
N: -0.769474 1.429532 -4.643202
C: -0.067991 0.280716 -4.065094
C: 0.876687 0.548521 -2.873860
O: 2.039163 1.306823 -3.213186
C: 1.840753 2.714002 -3.229187
H: 0.020051 5.586237 -5.507340
H: -0.098953 3.897791 -6.024663
H: -1.491507 5.006470 -6.232073
H: -2.632420 3.329092 -5.254648
H: -2.935759 3.839559 -3.590987
H: -2.548426 1.448946 -3.528962
H: -1.194764 2.293099 -2.752347
H: -0.071072 2.099717 -4.960604
H: 0.528992 -0.158801 -4.872767
H: -0.805599 -0.478625 -3.774775
H: 1.249318 -0.425303 -2.534512
H: 0.360861 0.985263 -2.012614
H: 1.106596 3.043076 -2.488768
H: 1.552313 3.038075 -4.229963
H: 2.797771 3.193914 -3.000272
C: 1.593086 -4.841752 7.040538
O: 2.248652 -4.869854 5.779956
C: 3.501351 -5.565862 5.808250
C: 3.404500 -6.889708 5.033821
N: 2.569950 -7.866111 5.743317
C: 2.220989 -9.040853 4.940654
C: 1.378395 -8.809427 3.667999
O: 0.042079 -8.374974 3.926901
C: -0.092392 -6.975776 4.136512
H: 0.752180 -4.146436 6.971333
H: 1.199089 -5.827647 7.297585
H: 2.266541 -4.489773 7.828654
H: 3.864851 -5.723070 6.831144
H: 4.225230 -4.921513 5.298827
H: 4.408967 -7.304199 4.901385
H: 2.992037 -6.664174 4.046514
H: 1.705003 -7.414446 6.035765
H: 1.655503 -9.711193 5.598505
H: 3.141386 -9.574227 4.669849
H: 1.280448 -9.779894 3.167057
H: 1.872020 -8.151251 2.945709
H: 0.623693 -6.392668 3.551104
H: 0.000505 -6.747770 5.199129
H: -1.102757 -6.683091 3.833034
C: -0.340290 -4.358744 -10.054021
O: -1.733431 -4.086717 -9.984857
C: -2.304517 -4.377703 -8.702799
C: -2.697240 -3.081533 -7.976577
N: -1.513703 -2.327402 -7.547921
C: -1.811274 -0.967157 -7.092675
C: -2.421799 0.010313 -8.119799
O: -1.531469 0.373618 -9.176607
C: -1.484776 -0.553620 -10.252629
H: -0.030687 -4.284876 -11.099997
H: 0.229479 -3.626043 -9.477996
H: -0.116890 -5.370248 -9.699744
H: -1.644198 -5.000457 -8.086912
H: -3.215240 -4.954790 -8.893203
H: -3.302918 -3.329300 -7.099046
H: -3.311005 -2.492275 -8.663479
H: -0.859318 -2.264566 -8.326054
H: -0.862780 -0.539479 -6.747207
H: -2.466944 -1.020383 -6.213918
H: -2.639996 0.942547 -7.585316
H: -3.381630 -0.335633 -8.516802
H: -2.444778 -1.048663 -10.422408
H: -0.697017 -1.287559 -10.077866
H: -1.216059 -0.005218 -11.161280

Atomic forces in eV per Å
C -1.1 -0.4 -0.2
C 3.2 1.1 2.0
C -0.1 0.3 0.5
C -1.4 0.9 -0.6
C 0.5 0.2 0.3
C 0.8 1.3 0.1
C 0.2 -1.2 0.2
C 0.2 1.8 -0.3
N -0.7 -0.3 -2.1
C -0.3 -1.9 0.0
C -1.3 -1.4 3.9
C 1.8 -2.7 1.2
C 3.9 -1.3 -2.9
C 0.7 1.9 -3.2
C -2.3 3.1 -1.4
C -2.5 1.4 1.6
O -3.6 -0.8 0.6
C -0.8 1.1 0.0
C -1.3 -1.6 -2.3
C 0.5 0.1 -0.7
C -0.2 0.4 -0.6
N -2.7 1.8 1.6
O 1.9 0.5 -2.0
H 0.9 1.1 -1.7
H -1.6 -1.7 -0.8
H -0.5 1.6 1.7
H -1.0 -2.0 -1.4
H 0.2 1.5 -2.3
H 1.9 -1.0 0.8
H 1.8 -1.6 0.2
H -1.8 -1.6 -1.2
H 0.0 -2.1 1.5
H -1.4 -1.3 -1.6
H 0.0 2.0 -1.0
H 0.5 -2.1 1.2
H -2.5 -0.1 -0.4
H -1.0 -0.5 1.9
H 2.2 0.1 0.4
H -1.3 0.2 1.5
H 2.2 -0.1 1.3
H -1.2 1.3 1.4
H 1.3 -2.1 1.1
H 2.1 -1.0 -1.1
H 1.0 1.0 -2.5
H -1.6 2.0 -1.1
H 0.9 1.8 1.2
H -0.7 1.6 1.4
H 1.2 -1.7 1.5
H -1.2 -1.9 0.9
H 1.2 0.2 -2.1
H 1.8 0.5 1.6
H -1.3 1.4 1.0
H 1.5 1.2 -1.3
H 1.3 -0.9 2.1
C 0.1 0.1 0.3
O -0.3 -0.2 -0.5
C 0.2 -0.2 0.6
C 0.2 0.4 -0.6
N 0.0 0.2 0.2
C 0.2 0.2 0.0
C 0.2 -0.4 -0.4
O -0.5 0.0 0.3
C 0.4 -0.2 -0.1
H -0.1 -0.1 0.1
H -0.1 0.0 -0.2
H 0.1 -0.1 0.0
H 0.2 0.0 0.0
H 0.0 0.0 0.0
H 0.0 0.0 0.0
H -0.2 0.1 0.2
H -0.3 -0.2 0.1
H 0.0 0.0 0.2
H 0.0 0.1 0.1
H 0.0 0.1 -0.1
H 0.0 0.2 -0.1
H -0.1 0.0 -0.1
H -0.2 0.2 0.0
H -0.1 -0.1 0.0
C -0.1 0.2 -0.3
O 0.2 -0.1 0.5
C 0.0 -0.2 -0.6
C -0.3 0.2 0.6
N 0.0 0.2 -0.2
C -0.3 0.1 0.0
C -0.1 -0.5 0.3
O 0.6 0.2 -0.2
C -0.4 -0.2 0.0
H 0.1 -0.1 -0.1
H 0.0 0.0 0.2
H 0.0 -0.1 0.0
H -0.2 -0.1 -0.1
H 0.0 -0.1 0.0
H 0.0 0.0 0.0
H 0.1 0.2 -0.2
H 0.3 -0.1 -0.1
H 0.0 0.0 -0.2
H -0.1 0.1 0.0
H 0.0 0.1 0.1
H 0.0 0.2 0.1
H 0.1 0.0 0.1
H 0.1 0.3 0.0
H 0.1 -0.1 0.0
C -0.3 0.1 -0.2
O 0.3 -0.3 0.4
C -0.5 0.5 -0.1
C 0.7 -0.3 -0.2
N -0.2 -0.1 -0.2
C 0.2 0.1 -0.3
C 0.3 0.3 0.4
O -0.5 -0.3 0.1
C 0.3 0.4 0.0
H -0.1 0.0 0.1
H 0.2 -0.1 0.1
H 0.0 0.1 0.0
H 0.1 0.2 -0.1
H 0.0 0.0 0.0
H 0.0 0.0 0.0
H -0.2 -0.1 -0.1
H -0.2 -0.1 0.2
H -0.2 0.1 0.0
H 0.0 0.0 -0.1
H 0.1 -0.1 0.0
H 0.1 -0.2 -0.1
H 0.1 -0.1 0.1
H -0.1 -0.2 -0.1
H -0.1 0.0 0.2